(1)
{
  "formula": "C3H4IN",
  "method": "wB97M-V/def2-TZVPD",
  "elements": ["C", "C", "C", "N", "I", "H", "H", "H", "H"],
  "coordinates": [[-1.195, -0.554, 1.821], [0.374, -0.218, -0.233], [-0.364, 0.345, 1.028], [-1.756, -1.105, 2.652], [0.962, 1.491, 2.423], [-0.162, -1.096, -0.650], [0.408, 0.678, -0.884], [1.267, -0.465, 0.211], [-1.076, 1.328, 0.677]],
  "forces_ev_per_angstrom": [[1.0260, 0.9997, 0.0101], [-2.7897, 1.4229, 0.7656], [-2.3735, 3.2849, -1.2357], [-0.5629, -0.6753, 0.1181], [-0.4373, -0.7366, -0.6933], [0.3760, 0.7520, 0.1342], [0.4674, -1.0505, -0.0907], [2.5792, -0.9390, -0.0637], [1.7148, -3.0581, 1.0553]],
  "nbo_charge": [0.214, -0.619, -0.392, -0.276, 0.114, 0.235, 0.229, 0.223, 0.272],
  "relative_energy_kcal_mol": 8.3,
  "homo_lumo_gap_ev": 9.5,
  "charge": 0,
  "smiles": "C[C@H](I)C#N",
  "fmax_ev_per_a": 4.2
}



(2)
{
  "formula": "C3H4IN3OS",
  "method": "wB97M-V/def2-TZVPD",
  "elements": ["C", "C", "C", "N", "N", "N", "O", "S", "I", "H", "H", "H", "H"],
  "coordinates": [[1.369, 1.296, 0.661], [0.935, -1.044, 0.365], [-0.511, 0.555, -0.735], [2.134, -1.174, 0.806], [0.619, 0.375, 0.126], [3.071, -0.237, 1.074], [1.398, 2.411, 1.006], [-0.138, -2.244, 0.279], [4.670, -0.023, -0.217], [-1.391, 0.212, -0.325], [-0.890, 1.555, -0.821], [-0.211, 0.106, -1.657], [2.325, -2.203, 0.673]],
  "forces_ev_per_angstrom": [[1.6015, -1.0336, 1.7237], [-3.0885, 4.5091, -0.2201], [0.0252, 1.3707, -0.5973], [4.6106, -3.6242, 0.1934], [-1.2781, -2.2207, -0.4478], [-0.0831, -0.1239, 0.0834], [-0.9042, 2.3021, -0.5296], [-0.5274, -0.7491, -0.5155], [-0.0444, -0.6014, 0.1087], [-1.6918, -2.1068, 0.8396], [1.1566, 1.1608, -0.4080], [-0.6403, -0.1202, -0.8760], [0.8638, 1.2372, 0.6456]],
  "nbo_charge": [0.656, 0.233, -0.438, -0.462, -0.509, -0.270, -0.505, -0.076, 0.292, 0.224, 0.229, 0.212, 0.413],
  "multiplicity": 3,
  "homo_lumo_gap_ev": [5.5, 6.8],
  "charge": 0,
  "fmax_ev_per_a": 5.9
}



(3)
{
  "formula": "C3H4IN3S",
  "method": "wB97M-V/def2-TZVPD",
  "elements": ["C", "C", "C", "N", "N", "N", "S", "I", "H", "H", "H", "H"],
  "coordinates": [[0.766, -3.086, 0.170], [-0.730, -1.282, -0.041], [-0.444, 1.124, 0.315], [-0.463, -3.436, 0.054], [-1.300, -2.465, -0.132], [-1.333, -0.105, -0.152], [1.012, -1.364, 0.091], [-3.363, 0.018, 0.005], [1.519, -3.822, 0.144], [-0.318, 1.054, 1.379], [0.556, 0.895, -0.251], [-0.759, 2.172, -0.059]],
  "forces_ev_per_angstrom": [[-0.2795, 0.3220, -0.3416], [0.6265, -1.2863, -0.4490], [0.2342, -0.9442, -3.1292], [1.4470, -2.2120, -0.2056], [-1.7830, 2.7603, 0.5423], [0.3270, 3.7859, 0.4608], [-0.2279, -0.8442, 0.3684], [0.4431, -0.0318, 0.0475], [0.9774, -0.4246, 0.3101], [0.0955, 0.2071, 0.4580], [-1.7391, 0.7815, 1.2644], [-0.1212, -2.1137, 0.6739]],
  "nbo_charge": [-0.202, 0.192, -0.410, -0.210, -0.332, -0.588, 0.299, 0.371, 0.221, 0.209, 0.213, 0.238],
  "relative_energy_kcal_mol": 13.8,
  "homo_lumo_gap_ev": 7.9,
  "charge": 0,
  "smiles": "CN(I)c1nncs1",
  "fmax_ev_per_a": 3.8
}



(4)
{
  "formula": "C3H4INO",
  "method": "wB97M-V/def2-TZVPD",
  "elements": ["C", "C", "C", "N", "O", "I", "H", "H", "H", "H"],
  "coordinates": [[-0.042, 0.928, -0.498], [-1.643, -0.198, 0.480], [-0.735, -1.031, -0.100], [0.152, -0.313, -0.783], [-1.066, 1.115, 0.372], [3.918, 0.194, 0.133], [0.368, 1.797, -0.761], [-2.417, -0.284, 1.233], [2.298, -0.165, 0.199], [-0.833, -2.043, -0.275]],
  "forces_ev_per_angstrom": [[-2.7102, -3.0414, 2.3072], [1.8979, 1.5151, 1.4280], [-2.8062, 1.2215, 0.3073], [2.6757, 1.3329, -1.3852], [-1.2561, -1.9401, -0.8135], [-0.8749, -0.1869, 0.0856], [2.1553, 2.9198, -1.4126], [0.0372, -0.0371, -0.4119], [0.9391, 0.1578, -0.1327], [-0.0578, -1.9417, 0.0278]],
  "nbo_charge": [0.342, 0.041, -0.096, -0.474, -0.415, -0.135, 0.188, 0.218, 0.117, 0.214],
  "relative_energy_kcal_mol": 17.5,
  "homo_lumo_gap_ev": 10.5,
  "charge": 0,
  "smiles": "c1cocn1.I",
  "fmax_ev_per_a": 4.7
}



(5)
{
  "formula": "C3H4INOS",
  "method": "wB97M-V/def2-TZVPD",
  "elements": ["C", "C", "C", "N", "O", "S", "I", "H", "H", "H", "H"],
  "coordinates": [[1.385, 0.868, 0.262], [-1.126, 0.225, -0.271], [1.190, 1.892, -0.522], [-0.418, -1.948, 1.131], [1.473, -0.037, 1.031], [-1.025, -1.433, -0.429], [-1.977, 0.868, -2.113], [0.147, 2.139, -0.762], [1.984, 2.042, -1.271], [-1.189, -1.627, 1.813], [-0.444, -2.989, 1.132]],
  "forces_ev_per_angstrom": [[-0.4223, -2.6457, 2.7866], [-0.5738, -1.4727, -0.2572], [0.4266, 0.0969, -1.4326], [-2.3719, 0.0217, 0.6000], [0.6284, 2.6671, -2.0830], [0.2721, 0.6268, 0.6599], [-0.0038, -0.0430, 0.0654], [0.8000, 0.1959, 0.3364], [-0.4546, 0.3122, 0.5125], [1.7088, -0.7205, -1.1006], [-0.0096, 0.9612, -0.0875]],
  "nbo_charge": [0.722, -0.543, -0.783, -0.950, -0.472, 0.575, 0.149, 0.276, 0.261, 0.384, 0.382],
  "relative_energy_kcal_mol": 93.5,
  "homo_lumo_gap_ev": 8.4,
  "charge": 0,
  "fmax_ev_per_a": 3.9
}



(6)
{
  "formula": "C3H4LiO3",
  "method": "wB97M-V/def2-TZVPD",
  "elements": ["H", "O", "O", "C", "C", "O", "C", "H", "H", "H", "Li"],
  "coordinates": [[-2.651, -0.457, -1.645], [0.416, 1.074, 1.848], [-1.738, 1.158, -0.814], [-1.716, 0.101, -1.439], [1.361, -0.843, 0.711], [2.693, -0.760, 1.007], [1.043, 0.729, 0.814], [-0.831, -0.152, -2.058], [1.200, -1.373, -0.269], [0.687, -1.276, 1.502], [-0.464, 1.799, 0.341]],
  "forces_ev_per_angstrom": [[0.2334, 0.0541, -0.0575], [1.9494, -0.6296, -2.2410], [0.1710, 4.8741, 3.2065], [0.2105, -4.3485, -2.8052], [2.7889, -1.2748, 0.2954], [-1.8320, -0.2047, 0.2017], [-1.7870, 0.1047, 2.2766], [-0.3153, -0.1991, 0.0511], [-0.5157, 1.0560, 0.4511], [0.3994, 0.2277, -0.4526], [-1.3027, 0.3400, -0.9262]],
  "nbo_charge": [0.067, -0.674, -0.904, -0.164, -0.126, -0.723, 0.272, 0.075, 0.152, 0.137, 0.889],
  "relative_energy_kcal_mol": 94.4,
  "homo_lumo_gap_ev": [6.9, 3.8],
  "charge": -1,
  "fmax_ev_per_a": 5.8
}



(7)
{
  "formula": "C3H4LiO3",
  "method": "wB97M-V/def2-TZVPD",
  "elements": ["C", "O", "O", "O", "C", "C", "H", "H", "H", "Li", "H"],
  "coordinates": [[-1.121, 0.048, 0.815], [-1.273, -0.634, -0.370], [0.320, 0.693, 0.796], [-1.849, 0.699, 1.612], [0.943, 0.214, -0.365], [0.123, -1.042, -0.667], [2.007, -0.002, -0.196], [0.461, -1.922, -0.095], [0.149, -1.311, -1.729], [-0.559, 2.176, 1.328], [0.798, 1.081, -1.128]],
  "forces_ev_per_angstrom": [[1.8131, -1.7119, 3.1115], [1.2777, 0.7313, -0.2354], [-0.5252, 0.1615, -0.0811], [-0.4487, 0.8623, -1.9756], [-0.4692, 1.2707, -0.9523], [-0.8171, 0.2614, -1.1474], [-0.2885, 0.1176, -0.0885], [-0.4530, 0.5159, 0.2179], [-0.1323, 0.1128, 0.2258], [-0.5323, -0.4028, 0.3997], [0.5755, -1.9188, 0.5254]],
  "nbo_charge": [0.669, -0.521, -0.724, -0.811, -0.095, -0.108, 0.194, 0.194, 0.198, 0.843, 0.162],
  "relative_energy_kcal_mol": 44.7,
  "multiplicity": 2,
  "homo_lumo_gap_ev": [4.5, 10.0],
  "charge": 0,
  "fmax_ev_per_a": 4.0
}



(8)
{
  "formula": "C3H4LiO5Zn",
  "method": "wB97M-V/def2-TZVPD",
  "elements": ["O", "C", "C", "O", "H", "H", "H", "Zn", "O", "C", "O", "O", "Li", "H"],
  "coordinates": [[1.699, 2.314, -0.377], [1.114, 1.386, 0.473], [1.563, 0.095, 0.497], [1.123, -0.865, 1.254], [2.182, 2.968, 0.137], [0.509, 1.787, 1.296], [2.290, -0.186, -0.287], [-0.503, -1.403, 1.775], [-0.706, -0.280, -1.507], [-1.648, -1.018, -0.971], [-1.636, -1.258, 0.296], [-2.558, -1.481, -1.684], [-3.339, -2.271, -0.079], [-0.089, 0.212, -0.822]],
  "forces_ev_per_angstrom": [[-0.1136, 0.0552, -0.3591], [0.5935, -0.6809, 0.8284], [-0.2615, 1.0626, -0.9407], [1.6608, 0.0942, -0.0708], [-0.0185, -0.0634, 0.0494], [-0.0966, -0.2070, -0.3893], [-0.0376, 0.1168, 0.3466], [-0.5277, -0.6489, 1.9231], [0.9171, 0.9257, 0.8472], [0.1466, 0.3283, -0.7705], [-1.6281, -0.1988, -0.6123], [-0.0988, -0.2151, 0.4363], [0.5706, 0.4023, -0.3317], [-1.1063, -0.9712, -0.9565]],
  "nbo_charge": [-0.714, -0.101, 0.153, -0.998, 0.471, 0.164, 0.160, 0.934, -0.693, 0.991, -1.043, -0.793, 0.958, 0.510],
  "relative_energy_kcal_mol": 0.0,
  "multiplicity": 2,
  "homo_lumo_gap_ev": [5.9, 6.9],
  "charge": 0,
  "fmax_ev_per_a": 2.1
}



(9)
{
  "formula": "C3H4MgO4Sm",
  "method": "wB97M-V/def2-TZVPD",
  "elements": ["O", "C", "O", "C", "Sm", "H", "H", "H", "H", "O", "C", "O", "Mg"],
  "coordinates": [[5.509, 2.412, 4.250], [5.460, 3.299, 3.236], [5.841, 4.602, 3.596], [7.118, 4.709, 4.289], [7.146, 2.687, 5.590], [4.462, 3.385, 2.773], [7.073, 5.658, 4.843], [7.909, 4.821, 3.523], [6.516, 2.720, 1.899], [8.349, 2.927, 0.510], [7.337, 2.261, 0.854], [7.120, 1.131, 0.342], [8.719, 1.484, -0.876]],
  "forces_ev_per_angstrom": [[-0.2955, 1.2326, -4.7009], [-1.8438, 2.4940, 6.2501], [-0.4207, -2.8693, -2.8041], [0.6570, 0.3866, 0.1038], [1.6543, -0.7870, 2.2817], [0.8211, -0.5367, -1.0899], [-0.0575, -0.1438, -0.3198], [-0.3994, 0.0971, 0.1278], [1.7110, -0.8868, -2.3567], [-1.1054, 0.5718, 0.9042], [0.0070, -0.2117, 0.9910], [-0.9676, 0.8162, 0.9136], [0.2394, -0.1629, -0.3008]],
  "mulliken_spin": [0.017, 0.046, 0.038, -0.026, 6.046, 0.013, 0.002, 0.000, 0.063, -0.026, -0.058, -0.014, 0.897],
  "relative_energy_kcal_mol": 36.9,
  "multiplicity": 8,
  "homo_lumo_gap_ev": [4.2, 6.9],
  "charge": 1,
  "fmax_ev_per_a": 7.0
}



(10)
{
  "formula": "C3H4N",
  "method": "wB97M-V/def2-TZVPD",
  "elements": ["C", "C", "C", "N", "H", "H", "H", "H"],
  "coordinates": [[-2.111, -1.533, 0.426], [1.398, 0.805, -0.601], [0.854, 1.100, 0.473], [-1.150, -1.030, 0.099], [-2.932, -2.192, 0.616], [2.349, 1.352, -1.116], [0.919, 0.112, -1.404], [0.672, 1.386, 1.507]],
  "forces_ev_per_angstrom": [[-0.8362, -1.2218, -0.0345], [1.1548, -0.1872, -4.1044], [0.5744, 0.4014, 1.1607], [1.2747, 1.2942, -0.0543], [-0.2364, 0.2304, 0.2076], [-1.9956, -0.9974, 1.6272], [0.5964, 0.8194, 1.5555], [-0.5320, -0.3388, -0.3578]],
  "nbo_charge": [0.183, -0.555, 0.412, -0.415, 0.260, 0.417, 0.411, 0.287],
  "relative_energy_kcal_mol": 55.8,
  "homo_lumo_gap_ev": 9.2,
  "charge": 1,
  "fmax_ev_per_a": 4.3
}



Across the entries above, calculated total energy takes the values -469.11100 -1051.89078 -976.78166 -544.35500 -942.43558 -349.85820 -349.89864 -2279.78637 -1275.35371 -171.01510 Ha, respectively.